1.
Computed, not measured: C24H44ClGeO6PmSe as an isolated structure at a distorted geometry, with ωB97M-V/def2-TZVPD.

```
78
Properties=species:S:1:pos:R:3:forces:R:3
Pm 8.8351 8.4153 12.7480 1.340 -0.086 0.248
C 7.9031 5.4617 14.2786 1.489 -0.168 -0.578
C 9.3883 5.4459 14.6406 -0.856 1.567 -2.414
O 9.8071 6.8382 14.6404 -0.218 -0.639 0.052
C 11.2171 6.8679 14.8563 0.752 0.636 -0.016
C 11.5626 8.3365 15.0887 1.832 -0.665 0.479
O 11.0903 9.1755 14.0681 -1.622 0.302 -0.608
C 10.9506 10.5381 14.5322 0.977 -1.072 0.140
C 9.6467 10.8384 15.2285 0.314 0.793 -0.450
O 8.6218 10.2516 14.3874 -1.423 1.286 1.417
C 7.2513 10.7470 14.8226 2.130 -0.337 0.521
C 6.3516 10.8808 13.6865 -1.276 -0.278 0.074
O 6.3268 9.5807 13.0922 0.249 -0.384 0.468
C 5.3919 9.3269 12.0810 -1.817 -0.154 -1.636
C 6.1864 8.9868 10.8268 -1.027 0.828 -0.614
O 7.1241 7.9769 11.1693 -0.793 -0.445 -0.874
C 6.7154 6.6024 10.9830 2.446 0.008 0.011
C 6.6490 5.9789 12.3183 -1.319 -0.997 0.317
O 7.7781 6.2970 13.0937 -0.046 -0.812 0.827
H 7.3157 5.8632 15.0544 -0.691 0.835 1.066
H 7.5213 4.4615 14.1258 0.077 -0.296 -0.505
H 10.0044 4.9270 13.8901 -0.338 -0.080 0.203
H 9.5650 5.0989 15.5972 0.194 -1.162 1.964
H 11.7109 6.3976 13.9629 -0.194 0.649 0.783
H 11.5506 6.3076 15.7718 -0.588 0.327 -0.730
H 12.6652 8.4476 15.1323 -0.308 -0.251 -0.102
H 11.2410 8.7017 16.0640 -0.527 -0.318 0.094
H 11.1014 11.1313 13.6712 -0.234 0.661 -1.071
H 11.8472 10.6972 15.1080 0.047 0.547 0.816
H 9.5401 11.9517 15.2959 -0.043 -0.755 -0.395
H 9.6028 10.5269 16.2681 -0.218 -0.671 0.015
H 7.3915 11.6703 15.3609 0.068 0.475 -0.056
H 6.8264 10.0532 15.5222 0.103 -0.689 0.380
H 6.6225 11.6692 13.0027 0.172 0.099 -0.560
H 5.3768 11.1169 14.1567 0.152 -0.030 -0.520
H 4.7225 10.1709 11.8854 0.478 0.419 -0.010
H 4.5923 8.5465 12.2557 1.355 0.194 0.694
H 6.7784 9.8558 10.5280 -0.008 -0.037 0.052
H 5.5301 8.7286 9.9497 0.665 -0.115 0.900
H 7.5273 6.1929 10.3664 -0.389 -0.242 0.245
H 5.7980 6.3971 10.5040 -1.213 0.594 -0.803
H 6.5535 4.8958 12.1692 0.153 0.055 0.169
H 5.7405 6.3111 12.8355 0.056 -0.005 0.101
C 12.8126 11.8180 10.1630 0.264 -0.519 0.087
Ge 11.6361 13.2129 10.8108 -0.448 -0.110 -0.834
C 12.3987 14.4433 12.0367 -0.654 -0.352 1.564
C 11.0270 14.1591 9.2353 -0.883 -0.233 -0.537
C 9.9780 12.6076 11.5890 -1.088 0.380 0.077
Se 9.5939 10.8354 11.0559 -0.611 -1.490 -0.490
C 9.3464 10.9998 9.1040 -1.715 -1.269 0.839
H 13.4755 11.3759 10.9364 -0.274 0.397 -0.602
H 13.3523 12.4568 9.4702 0.832 -0.144 -0.046
H 12.4278 11.0057 9.5180 -0.233 0.438 0.597
H 13.2165 14.0454 12.5969 0.724 -0.404 0.255
H 11.6891 14.8001 12.8101 0.151 -0.016 -0.683
H 12.7590 15.2411 11.4632 0.532 1.465 -0.607
H 11.8398 14.7568 8.9281 1.125 0.840 -0.504
H 10.1936 14.8745 9.3602 0.200 -0.560 0.134
H 10.8327 13.4926 8.3733 -0.116 0.239 0.497
H 9.1478 13.2428 11.2292 0.386 -0.154 0.435
H 10.0033 12.5959 12.6707 -0.163 0.118 0.246
H 8.9587 11.9870 8.9647 -0.008 0.607 -0.295
H 8.5430 10.2534 8.7823 1.386 0.913 0.461
H 10.2953 10.8152 8.6642 0.545 -0.111 -0.632
Cl 11.8822 8.8815 5.8589 -0.272 -0.088 0.516
C 11.3480 8.3807 7.4326 -0.470 0.288 1.818
C 10.0551 7.9255 7.7157 0.848 0.323 -0.989
C 9.7189 7.4424 8.9679 -1.735 -0.470 -0.269
C 10.5425 7.3495 10.0586 1.751 0.648 0.004
C 10.1899 6.8501 11.4005 -1.298 0.434 -0.104
C 11.8211 7.8939 9.7940 -1.033 0.355 -0.792
C 12.1705 8.4785 8.5764 1.092 -1.119 -0.580
H 9.3237 7.9541 6.9267 -0.223 -0.240 -0.149
H 8.7162 7.0453 9.0783 -0.168 0.071 -0.212
H 11.0492 6.5818 11.9761 0.740 -0.307 0.277
H 9.4589 6.0167 11.4359 0.574 0.213 -0.388
H 12.5564 7.8428 10.5440 0.905 0.118 0.917
H 13.2259 8.7681 8.4744 -0.561 0.149 -0.105
```
Positions in Å, forces in eV/Å.

Computed properties:
Electronic energy = -188810.249 eV
Multiplicity = 5
Charge = +2
ΔE to the lowest compared entry with this formula, charge and spin = 19.5 kcal/mol

Atom charges from the Löwdin analysis, given in e for atoms 1 to 4: number 1, Pm, carries 1.77; number 2, C, carries -0.08; number 3, C, carries -0.10; number 4, O, carries -0.24

=====

2.
Computed, not measured: a 12-piece molecular cluster, C63H70F2O9 overall at a distorted geometry, with ωB97M-V/def2-TZVPD.

```
144
Properties=species:S:1:pos:R:3:forces:R:3
C -7.4054 -4.2445 2.9041 0.427 -0.577 0.883
O -7.1724 -3.2711 1.9418 0.286 2.585 -1.823
C -7.2163 -1.9330 2.1718 -1.002 -0.603 2.336
O -7.7368 -1.4419 3.1895 1.753 -0.628 -3.018
O -6.5895 -1.3265 1.1266 -0.123 -0.590 0.980
C -6.1794 0.0166 1.3781 -0.538 0.684 0.882
H -8.1892 -4.9065 2.5359 0.039 0.015 0.226
H -7.6130 -3.8587 3.9022 -0.289 0.214 -0.191
H -6.4387 -4.7462 2.9473 -0.207 -0.581 0.266
H -5.4015 0.3810 0.7072 -0.308 -0.572 -0.485
H -5.7643 0.1355 2.3789 -0.112 -0.352 0.079
H -7.0609 0.6567 1.3410 0.136 0.137 -0.195
C -2.7562 -0.7495 0.5240 -1.583 1.789 -0.709
O -1.4186 -1.1175 0.3195 0.579 -1.862 0.147
C -0.6004 -0.2533 -0.1897 2.238 0.763 -0.887
O -0.7822 0.9383 -0.3383 0.211 -0.874 -0.022
O 0.6017 -0.9208 -0.5486 -0.534 1.788 0.702
C 1.7399 -0.0386 -0.9094 -0.915 -0.724 -0.386
H -3.4723 -1.5598 0.6606 0.901 -0.507 0.354
H -3.1269 -0.2610 -0.3772 0.092 0.141 -0.229
H -2.8381 0.0215 1.2901 0.058 -0.285 0.297
H 1.5491 0.4038 -1.8871 -0.187 0.219 0.086
H 2.6184 -0.6750 -1.0164 -0.239 -0.341 0.205
H 2.0044 0.7471 -0.2016 -0.601 -0.078 0.285
C 3.5201 -3.0266 0.8150 -0.171 0.480 0.500
O 3.0882 -3.3284 -0.5034 -0.347 -0.393 -1.432
C 3.8606 -2.9395 -1.5021 1.920 0.374 -0.962
O 4.8947 -2.2476 -1.4162 -2.393 -1.294 -0.252
O 3.3917 -3.4645 -2.6937 -0.380 0.440 2.660
C 4.1276 -3.2694 -3.8603 0.834 0.015 -0.946
H 4.4690 -3.5356 0.9837 0.109 0.542 0.189
H 2.7846 -3.3658 1.5444 -0.125 -0.466 -0.570
H 3.4858 -1.9430 0.9279 0.779 0.043 0.142
H 5.1264 -3.7049 -3.8314 0.061 -0.068 0.378
H 4.2574 -2.2176 -4.1155 -0.203 0.057 0.048
H 3.5957 -3.7881 -4.6579 -0.163 0.191 0.137
F 0.1932 -3.0872 3.0349 0.664 0.920 0.363
C 1.0269 -2.0445 3.3745 -0.008 -1.352 -0.503
C 0.6811 -0.7587 3.0635 0.744 0.373 0.168
C 1.6369 0.2165 3.3716 -0.033 0.232 1.441
C 2.8461 -0.0630 4.0559 -0.367 -1.164 -0.724
C 3.2031 -1.4116 4.2980 -1.736 1.247 -0.618
C 2.2510 -2.3739 3.9340 0.915 -0.318 0.347
H -0.2747 -0.5085 2.6274 -0.007 -0.029 -0.005
H 1.2783 1.2336 3.3155 0.404 0.298 -0.359
H 3.5387 0.6996 4.3803 -0.228 0.341 -0.141
H 4.1361 -1.6313 4.7955 -0.039 -0.314 -0.070
H 2.5038 -3.4159 4.0633 -0.237 -0.189 0.116
F 3.5388 0.6543 -5.7785 2.470 -0.158 0.692
C 4.6740 0.6207 -5.0286 -3.251 0.124 0.348
C 5.9053 1.0576 -5.4854 2.062 0.650 -1.074
C 6.9825 1.1799 -4.6315 -0.905 -0.732 -0.583
C 6.8389 0.7018 -3.3088 -0.083 0.801 -0.036
C 5.5549 0.3239 -2.8412 -0.454 0.054 0.282
C 4.4678 0.2946 -3.6736 0.687 -0.218 0.755
H 6.1013 1.2956 -6.5205 -0.515 0.095 -0.172
H 7.9213 1.5395 -5.0262 0.059 -0.015 0.142
H 7.6887 0.7312 -2.6430 -0.003 -0.188 0.170
H 5.4240 0.1385 -1.7853 0.054 -0.247 -0.018
H 3.4988 0.0479 -3.2655 -0.172 0.052 -0.312
C -3.1088 -2.7139 3.2839 0.792 -0.102 0.352
C -2.6785 -3.7672 2.5075 -0.270 -0.279 -0.419
C -2.8830 -5.1050 2.9237 0.789 0.789 -0.867
C -3.4685 -5.3290 4.1170 -0.544 1.062 2.303
C -3.7898 -4.2188 4.9626 -0.580 -2.604 0.157
C -3.5781 -2.9555 4.5696 -0.064 1.462 -0.603
H -2.9368 -1.6788 3.0284 0.079 -0.020 -0.395
H -2.1661 -3.5364 1.5853 -0.031 -0.200 -0.196
H -2.4997 -5.9627 2.3910 0.015 0.156 -0.464
H -3.5649 -6.3145 4.5480 -0.189 -0.176 -0.233
H -4.2637 -4.4259 5.9107 0.191 -0.027 0.239
H -3.7356 -2.1002 5.2099 -0.321 -0.067 0.208
C -3.4665 2.3353 2.8360 0.051 0.049 -0.575
C -4.8330 2.4466 3.0093 -0.048 0.928 -0.057
C -5.6090 2.9736 1.9668 0.912 -0.458 -0.871
C -5.0214 3.2656 0.7111 0.009 -1.000 0.658
C -3.6463 3.0008 0.4968 -1.642 0.927 0.367
C -2.9189 2.6347 1.5911 1.136 -0.627 0.518
H -2.7949 1.9704 3.5990 -0.140 0.050 0.286
H -5.2683 2.2429 3.9765 -0.194 -0.208 -0.014
H -6.6856 2.9873 2.0514 -0.053 0.390 0.150
H -5.7055 3.5458 -0.0762 0.195 0.204 -0.239
H -3.1163 3.1290 -0.4355 -0.316 0.162 -0.223
H -1.8573 2.5024 1.4427 0.193 -0.110 0.110
C 3.3828 4.1898 4.1913 -1.973 0.541 -0.085
C 3.4319 3.5446 2.9658 1.451 -0.696 0.625
C 2.3946 3.4994 2.0741 -1.261 1.186 0.654
C 1.2169 4.1828 2.4483 0.179 -0.660 -0.926
C 1.0975 4.8612 3.6521 0.380 -0.699 0.127
C 2.1704 4.8509 4.5279 1.394 -0.292 0.131
H 4.2122 4.0948 4.8765 -0.028 0.240 0.072
H 4.3288 2.9672 2.7968 0.207 -0.031 -0.409
H 2.4731 2.9659 1.1384 -0.114 -0.068 -0.053
H 0.3744 4.1040 1.7773 -0.228 0.188 -0.041
H 0.1562 5.2667 3.9925 -0.059 0.228 -0.280
H 2.0752 5.3409 5.4857 0.024 0.026 0.108
C 0.8128 3.4843 -1.8863 -1.250 -0.165 1.368
C 0.4030 2.7649 -2.9540 -0.928 -0.897 -0.477
C 1.2341 2.5763 -4.0357 -0.963 0.873 0.313
C 2.4303 3.2927 -4.0332 0.282 -1.688 -1.140
C 2.8819 3.9794 -2.9278 0.023 -0.087 -0.885
C 2.0138 4.0860 -1.8708 1.832 1.024 1.447
H 0.1743 3.4640 -1.0155 -0.045 0.394 0.153
H -0.5942 2.3581 -2.8726 0.055 -0.402 -0.411
H 0.7780 1.9984 -4.8259 0.693 -0.002 -0.565
H 3.0461 3.1538 -4.9095 0.349 0.328 -0.118
H 3.8866 4.3740 -2.9612 -0.057 0.357 0.266
H 2.3147 4.5969 -0.9682 0.136 0.217 0.099
C -4.1411 -2.2973 -2.3268 1.607 0.477 -1.402
C -4.9172 -2.8060 -1.3661 -2.020 -0.799 1.978
C -4.5280 -3.9022 -0.6044 1.789 -1.008 -0.421
C -3.2994 -4.5250 -0.9180 -0.150 0.713 0.617
C -2.4196 -3.9328 -1.8332 -0.946 -1.148 0.925
C -2.8716 -2.8513 -2.5118 0.551 1.233 -1.175
H -4.4951 -1.4643 -2.9160 0.197 0.145 -0.128
H -5.8728 -2.3584 -1.1361 -0.136 0.099 -0.034
H -5.0676 -4.2830 0.2501 -0.441 0.102 -0.168
H -2.9407 -5.3772 -0.3599 -0.223 -0.166 0.157
H -1.4320 -4.3333 -2.0078 0.035 -0.047 0.010
H -2.1434 -2.4289 -3.1883 -0.295 0.381 -0.372
C -2.5867 -0.2873 -5.1193 0.171 -0.861 -0.420
C -2.1329 0.2520 -3.9150 -2.216 0.962 0.611
C -3.0229 1.1575 -3.2734 0.368 -0.074 -1.199
C -4.2436 1.5402 -3.8659 1.096 -0.230 0.855
C -4.6282 0.9742 -5.0590 -0.163 -0.846 -0.863
C -3.8128 0.0287 -5.6920 -0.015 0.919 1.139
H -2.0832 -1.0765 -5.6578 0.664 -0.044 0.240
H -1.2798 -0.0586 -3.3301 0.381 -0.164 -0.491
H -2.7331 1.6450 -2.3543 0.041 -0.178 0.259
H -4.8349 2.2505 -3.3072 -0.308 0.059 -0.237
H -5.5771 1.1410 -5.5471 -0.204 0.466 0.287
H -4.1736 -0.4703 -6.5792 0.195 -0.003 -0.088
C 7.8913 1.9182 0.5607 -0.188 0.749 0.074
C 7.6921 3.0554 -0.2032 -0.072 -0.223 -1.556
C 6.4086 3.3982 -0.6977 2.234 1.133 1.005
C 5.3169 2.7380 -0.2082 -0.891 0.338 -1.247
C 5.4832 1.5847 0.4795 1.107 -0.738 1.986
C 6.7766 1.2639 0.9946 -1.857 -1.478 -0.555
H 8.8763 1.5502 0.8072 0.083 0.297 0.293
H 8.5883 3.5771 -0.5048 -0.133 0.378 -0.273
H 6.3172 4.2853 -1.3070 -0.109 0.107 -0.011
H 4.3235 3.1151 -0.4019 -0.150 -0.152 -0.382
H 4.5890 1.0164 0.6890 0.109 -0.277 0.609
H 6.9054 0.4313 1.6703 -0.204 -0.280 -0.079
```
Positions in Å, forces in eV/Å.

Computed properties:
Electronic energy = -90317.626 eV
Multiplicity = 2
Charge = +1

Atom charges from the Löwdin analysis, given in e for atoms 1 to 4: number 1, C, carries -0.05; number 2, O, carries -0.04; number 3, C, carries -0.50; number 4, O, carries 0.10

=====

3.
Computed, not measured: C15H33F3N4O8SV as an isolated structure at a distorted geometry, with ωB97M-V/def2-TZVPD.

```
65
Properties=species:S:1:pos:R:3:forces:R:3
V 5.9996 -11.7992 20.5209 0.033 0.815 -0.629
C 7.2774 -8.5927 17.8734 -0.693 1.152 1.846
C 7.0619 -8.5361 19.4675 0.937 -1.381 -0.639
O 6.6498 -9.7512 19.9071 -1.795 -2.405 0.577
H 7.8918 -7.7660 17.5169 0.485 -0.225 -0.088
H 6.3061 -8.4053 17.4158 -0.129 -0.292 -0.069
H 7.6229 -9.5949 17.6197 0.235 0.230 -0.035
H 6.4341 -7.7136 19.8102 -0.658 0.481 -0.491
H 7.9640 -8.3992 20.0638 1.119 0.900 -0.639
C 3.2714 -15.4836 21.2674 1.209 1.537 0.111
F 3.0568 -15.5856 19.9818 0.084 -0.784 -1.466
F 2.6248 -14.3425 21.6068 -0.408 -0.189 0.896
F 2.7167 -16.5409 21.8499 0.458 0.439 0.415
S 5.1580 -15.1370 21.5557 1.278 -0.490 3.267
O 5.5594 -13.9003 20.8878 -1.117 0.574 0.062
O 5.2798 -15.0490 23.0598 -0.778 -0.171 -3.252
O 5.8060 -16.2400 20.9029 -0.492 -0.621 0.223
C 6.6025 -12.3527 24.6362 -0.235 0.281 0.222
C 6.1313 -11.2070 23.7457 1.496 -2.492 -3.987
O 6.0412 -11.3444 22.4979 0.030 0.169 1.952
N 5.9429 -10.0382 24.2607 -0.513 0.879 1.883
C 5.7446 -8.7236 23.5665 0.052 -2.912 0.934
H 5.7888 -12.4951 25.3474 0.145 -0.486 0.219
H 7.5171 -12.1281 25.1850 -0.111 0.623 0.163
H 6.8656 -13.2833 24.1333 -0.778 0.229 -0.472
H 6.0878 -10.0762 25.2595 -0.133 0.720 -0.014
H 5.8194 -8.1793 24.5079 0.051 1.592 -1.169
H 4.7763 -8.7469 23.0665 -0.095 0.400 0.312
H 6.4957 -8.7529 22.7771 0.236 0.999 0.202
C 4.3752 -10.5435 17.4470 0.158 -0.931 -1.287
C 4.1980 -12.0155 17.8208 -3.477 3.617 -1.929
O 4.9725 -12.5255 18.5280 3.722 -2.668 3.207
N 3.0044 -12.5438 17.4972 -1.532 0.328 -0.880
C 2.2065 -13.5163 18.1947 -0.116 -0.819 0.584
H 3.7068 -10.1730 16.6698 -0.427 -0.137 0.155
H 5.3575 -10.4922 16.9774 0.217 0.553 0.729
H 4.2285 -9.9972 18.3787 0.631 0.145 -0.161
H 2.4193 -12.0346 16.8502 0.653 0.326 0.095
H 2.5838 -14.5270 18.0390 -0.370 0.056 -0.050
H 1.1681 -13.3899 17.8884 0.117 -0.360 -0.636
H 2.0928 -13.3678 19.2685 0.814 0.243 0.183
C 1.6895 -10.2247 19.9583 0.412 0.086 0.921
C 2.4732 -10.9868 21.0654 3.193 -0.174 0.564
O 3.6902 -11.3061 20.9069 -2.575 0.414 -0.348
N 1.8763 -11.1878 22.2655 -0.754 -0.459 -0.707
C 2.2336 -11.8863 23.5455 -0.488 1.114 -0.336
H 0.9101 -9.5451 20.3029 -0.325 -0.468 0.532
H 1.2501 -10.9354 19.2583 0.236 0.119 -0.106
H 2.3675 -9.5067 19.4968 0.299 -0.596 -0.337
H 0.9711 -10.7444 22.3297 0.000 -0.244 0.018
H 1.3222 -12.3725 23.8936 -0.067 0.157 -0.012
H 2.4498 -11.0282 24.1818 0.271 -0.481 0.613
H 2.9970 -12.6601 23.6262 0.316 0.436 -1.021
C 10.4827 -11.7800 21.2948 0.633 -0.152 -0.951
C 9.4221 -12.2381 20.3394 -0.875 -1.186 0.440
O 8.2518 -12.3935 20.7091 -0.168 0.808 -0.345
N 9.8417 -12.6429 19.1288 -1.214 -0.281 -0.853
C 8.8756 -13.0754 18.0408 1.338 0.571 1.304
H 11.3499 -11.5018 20.6960 0.064 0.536 0.141
H 10.8464 -12.6661 21.8151 -0.406 0.165 0.649
H 10.1297 -10.9484 21.9045 0.117 -0.386 0.136
H 10.8235 -12.8218 18.9732 -0.202 0.354 -0.021
H 9.2512 -12.5149 17.1847 -0.431 -0.529 -0.387
H 7.8568 -12.7780 18.2894 0.262 0.145 0.104
H 8.9008 -14.1618 17.9570 0.061 0.127 -0.343
```
Positions in Å, forces in eV/Å.

Computed properties:
Electronic energy = -83106.505 eV
Multiplicity = 4
ΔE to the lowest compared entry with this formula, charge and spin = 68.4 kcal/mol

Atom charges from the Löwdin analysis, given in e for atoms 1 to 4: number 1, V, carries 0.93; number 2, C, carries -0.08; number 3, C, carries -0.45; number 4, O, carries -0.40

=====

> The lowest multiplicity belongs to which entry?

C63H70F2O9

=====

> Which of these has the highest multiplicity?

C24H44ClGeO6PmSe